[1]
4 unconnected molecules or ions with the total composition C3H16NO4 in a non-equilibrium geometry, computed with ωB97M-V with the def2-TZVPD basis set.

Calculated values
**E_HOMO**: -14.32 eV
**E**: -13044.7130 eV
**Gap between HOMO and LUMO**: 11.685 eV
**Total charge**: +1
**LUMO level**: -2.638 eV

Geometry (Å):
O  0.60912  2.52484  0.92123
C  0.96476  1.46964  1.81505
C  1.53914  0.30959  1.03001
N  0.50278  -0.17117  0.09625
C  0.97639  -1.32153  -0.72949
H  1.12428  3.32028  1.07423
H  1.63343  1.80969  2.60246
H  0.01464  1.20264  2.21911
H  1.93671  -0.43636  1.71682
H  2.38769  0.64043  0.46186
H  0.24024  0.53427  -0.58159
H  -0.34698  -0.39984  0.61707
H  1.93095  -1.05695  -1.17234
H  0.21224  -1.58627  -1.44587
H  1.10005  -2.18015  -0.07519
H  -0.94929  -2.67773  2.37951
H  -1.74696  -2.41503  1.19133
O  -0.84028  -2.28894  1.50653
H  -0.26554  0.23186  -3.53824
H  -0.62316  1.69441  -3.26049
O  -0.70514  0.80365  -2.90216
H  -2.54964  -0.77745  -2.02765
H  -3.11587  -1.02735  -0.70301
O  -2.26020  -0.82228  -1.10551

***

[2]
5 unconnected molecules or ions with the total composition C15H45BrO16P4Si in a non-equilibrium geometry, computed with ωB97M-V with the def2-TZVPD basis set.

Calculated values
**E_HOMO**: -9.63 eV
**E**: -164109.9940 eV
**SMILES string**: COP(=O)(OC)OC.COP(=O)(OC)OC.COP(=O)(OC)OC.COP(=O)(OC)OC.CCC[SiH2]Br
**Gap between HOMO and LUMO**: 6.454 eV
**Total charge**: 0
**LUMO level**: -3.174 eV

Geometry (Å):
C  -2.43716  3.19631  1.79897
C  -1.32627  2.27253  2.46686
C  -0.58740  1.37295  1.34894
Si  0.71455  0.33149  2.28848
Br  -0.04085  -1.75735  2.86042
H  -2.09479  4.27357  1.71309
H  -2.67586  2.75483  0.78477
H  -3.37160  3.10485  2.42587
H  -1.81023  1.53339  3.17030
H  -0.55955  2.83990  3.07930
H  -1.40426  0.76657  0.86110
H  -0.04119  2.02655  0.59401
H  2.02481  0.28713  1.62345
H  0.95957  1.01944  3.57850
C  6.82382  4.92991  1.36568
O  5.47207  4.52818  1.48016
P  4.95373  2.89769  1.35854
O  6.35652  2.29949  1.45372
O  4.45322  3.14663  -0.18082
C  5.37952  3.48711  -1.19483
O  4.16774  1.37346  1.35733
C  4.71859  0.31354  0.59522
H  7.27185  4.99671  2.35947
H  7.42095  4.27417  0.73514
H  6.83065  5.92490  0.91452
H  6.33646  2.98210  -1.05413
H  5.52457  4.57045  -1.22165
H  4.96122  3.17509  -2.15390
H  5.51288  -0.17604  1.15924
H  5.10090  0.65794  -0.36762
H  3.92666  -0.41608  0.41334
C  3.58189  -3.96525  2.54628
O  4.40242  -2.95137  3.09452
P  5.37188  -3.16662  4.49394
O  5.22360  -4.68719  4.53304
O  4.26968  -2.37187  5.40617
C  2.96449  -2.89290  5.57806
O  6.47877  -3.11534  5.80240
C  6.24214  -3.93941  6.92873
H  4.12578  -4.49088  1.75801
H  3.22032  -4.67884  3.28392
H  2.71260  -3.47513  2.10116
H  2.96745  -3.98279  5.63357
H  2.31807  -2.55933  4.76304
H  2.56336  -2.50083  6.51495
H  6.61823  -4.94541  6.73919
H  5.18312  -3.97933  7.19093
H  6.79268  -3.51966  7.77302
C  -1.94053  -0.64352  -2.68916
O  -1.13851  0.42465  -3.15977
P  -1.57279  2.07341  -2.99195
O  -2.69035  1.74386  -2.00178
O  -2.07301  2.12097  -4.55006
C  -3.11592  1.27457  -4.99814
O  -1.89148  3.75175  -2.84800
C  -3.23711  4.19017  -2.80824
H  -1.60611  -0.93573  -1.69078
H  -3.00301  -0.42054  -2.67247
H  -1.79231  -1.49149  -3.36380
H  -3.87787  1.12907  -4.23011
H  -2.70685  0.30984  -5.31149
H  -3.58394  1.74442  -5.86556
H  -3.62835  4.09867  -1.79416
H  -3.86886  3.63492  -3.50434
H  -3.25475  5.24487  -3.08983
C  -6.85636  -4.49776  -4.99362
O  -5.82555  -3.52930  -5.03543
P  -5.43131  -2.50636  -3.71641
O  -6.27960  -3.30340  -2.72692
O  -6.24804  -1.25401  -4.38531
C  -7.64008  -1.34489  -4.62419
O  -4.88877  -1.46228  -2.45541
C  -5.82403  -1.03641  -1.47910
H  -6.43720  -5.46760  -4.71703
H  -7.66843  -4.24027  -4.31663
H  -7.27224  -4.57420  -6.00096
H  -8.14739  -1.91502  -3.84443
H  -7.82375  -1.79687  -5.60260
H  -8.04854  -0.33238  -4.63397
H  -5.93134  -1.80074  -0.70896
H  -6.79726  -0.80769  -1.91741
H  -5.43150  -0.13033  -1.01268

***

[3]
A single C7H10N2 molecule in a non-equilibrium geometry, computed with ωB97M-V with the def2-TZVPD basis set.

Calculated values
**E_HOMO**: -8.05 eV
**E**: -10396.7780 eV
**SMILES string**: C#C[C@](C)(N)C(C)=C=N
**Gap between HOMO and LUMO**: 8.482 eV
**Total charge**: 0
**LUMO level**: 0.428 eV

Geometry (Å):
C  -0.84111  -2.06049  -0.02579
C  1.43897  -0.09558  1.20829
C  -1.66747  0.33886  -0.16492
C  -0.70770  -0.57489  -0.09056
C  0.63185  0.14155  -0.06161
N  1.40237  -0.03575  -1.24137
N  -2.80797  0.78519  0.04932
C  0.00312  1.62039  -0.08380
C  0.09616  2.82704  -0.08735
H  2.29157  -0.51352  -1.17484
H  0.87906  0.08326  -2.09894
H  -3.20789  1.41200  -0.64019
H  -1.88627  -2.33556  -0.15650
H  -0.50273  -2.43903  0.94278
H  -0.24372  -2.55516  -0.79602
H  2.33264  0.52639  1.20070
H  0.84504  0.14568  2.08677
H  1.72683  -1.14562  1.25958
H  0.21725  3.87523  -0.12555

***

[4]
A molecular structure, C30H51BrN4P2W in a non-equilibrium geometry, computed with ωB97M-V with the def2-TZVPD basis set.

Calculated values
**E_HOMO (alpha / beta)**: -19.04 / -19.03 eV
**E**: -128301.1251 eV
**Spin multiplicity**: 3
**Gap between HOMO and LUMO (alpha / beta)**: 6.146 / 3.695 eV
**Total charge**: +4
**LUMO level (alpha / beta)**: -12.896 / -15.332 eV

Geometry (Å):
C  1.85625  3.62514  -0.39431
C  0.92565  2.82409  -1.07493
C  0.72889  3.02396  -2.45741
C  1.50061  4.00645  -3.09889
N  2.38819  4.74968  -2.44041
C  2.55662  4.59351  -1.12818
C  0.22584  1.75731  -0.37601
C  -1.09837  1.34632  -0.34896
C  -2.38356  1.94968  -0.15060
C  -3.45699  1.10542  0.20577
C  -4.58425  1.65390  0.81558
C  -4.54589  3.01776  1.10194
C  -3.57031  3.89432  0.63035
C  -2.44840  3.34541  0.01659
W  0.05645  -0.14205  0.38418
P  2.32058  -0.47187  -0.53899
H  -0.00554  2.44893  -3.01257
H  1.99394  3.50700  0.67726
H  1.37462  4.18928  -4.17470
H  3.26532  5.25324  -0.61175
H  -1.57922  3.95419  -0.24499
H  -3.36241  0.01965  0.08430
H  -3.68042  4.96601  0.76056
H  -5.43024  1.03389  1.07320
C  2.97024  -2.17959  -0.26661
C  4.04792  -2.69170  -1.21956
H  2.10134  -2.85671  -0.29271
H  3.34029  -2.20765  0.76983
H  4.28545  -3.72592  -0.94214
H  3.72419  -2.70717  -2.26678
H  4.98333  -2.12508  -1.14575
C  2.33312  -0.20612  -2.37224
C  3.65026  0.22439  -3.02152
H  1.56311  0.55399  -2.57950
H  1.96980  -1.14053  -2.82413
H  3.52545  0.17081  -4.11130
H  3.91184  1.26398  -2.78344
H  4.49536  -0.42755  -2.76373
C  3.59469  0.69973  0.09779
C  5.03172  0.19631  0.21229
H  3.26157  1.06156  1.08185
H  3.54092  1.57841  -0.55982
H  5.63001  0.99812  0.66101
H  5.12218  -0.68158  0.86297
H  5.48442  -0.03003  -0.75990
Br  -5.94964  3.69074  2.21329
P  -1.20845  -1.62248  -1.30548
C  -0.22927  -2.70873  -2.42306
C  -0.90154  -3.95726  -2.98964
H  0.66697  -2.99622  -1.85129
H  0.11444  -2.07132  -3.25023
H  -0.16994  -4.51365  -3.58739
H  -1.25508  -4.63634  -2.20761
H  -1.73742  -3.72823  -3.66089
C  -2.34372  -2.76394  -0.40755
C  -3.68822  -3.13095  -1.03312
H  -2.52225  -2.30148  0.57530
H  -1.76269  -3.67554  -0.20338
H  -4.24577  -3.76307  -0.32910
H  -4.31782  -2.25541  -1.23039
H  -3.59251  -3.70871  -1.96048
C  -2.22267  -0.59047  -2.45550
C  -2.83583  -1.21859  -3.70495
H  -1.55878  0.23288  -2.76031
H  -3.00553  -0.11763  -1.84934
H  -3.41407  -0.44742  -4.22989
H  -2.07574  -1.57393  -4.40763
H  -3.53178  -2.03395  -3.48121
C  -2.92781  0.28868  3.87234
N  -1.57041  0.00583  4.33835
C  -1.34259  0.11083  5.76460
C  -0.60481  -0.21443  3.42645
N  -0.98296  -0.38246  2.13294
N  0.70887  -0.25346  3.67713
C  1.32726  -0.17282  4.98214
C  1.53889  -0.33819  2.47406
H  -3.52294  0.57443  4.74301
H  -3.39171  -0.60401  3.42566
H  -2.94837  1.12534  3.15774
H  -0.86333  -0.78893  6.16061
H  -0.75929  0.99972  6.02931
H  -2.31473  0.20255  6.24946
H  -1.97816  -0.56575  2.08389
H  2.41091  -0.21541  4.86999
H  1.10033  0.76953  5.49505
H  1.03488  -1.01554  5.61927
H  1.24952  -1.26431  1.90905
H  1.41855  0.62845  1.89528
H  2.59068  -0.41723  2.75982

***

[5]
A single ClHNOPS molecule in a non-equilibrium geometry, computed with ωB97M-V with the def2-TZVPD basis set.

Calculated values
**E_HOMO**: -9.97 eV
**E**: -36199.2169 eV
**Gap between HOMO and LUMO**: 9.114 eV
**Total charge**: 0
**LUMO level**: -0.860 eV

Geometry (Å):
N  1.59247  0.09999  -0.39911
O  -0.55389  1.80527  -0.00247
P  0.20067  0.55876  0.12987
S  -1.18417  -0.79096  1.24352
Cl  -1.76200  -0.72565  -0.62488
H  1.70692  -0.94741  -0.34693

***

[6]
2 unconnected molecules or ions with the total composition C4H11NO, computed with ωB97M-V with the def2-TZVPD basis set.

Calculated values
**E_HOMO**: -10.15 eV
**E**: -7864.1108 eV
**SMILES string**: NC=O.CCC
**Gap between HOMO and LUMO**: 11.033 eV
**Total charge**: 0
**LUMO level**: 0.880 eV

Geometry (Å):
C  1.15691  1.47007  -3.39085
C  1.20012  0.73265  -2.05998
C  2.48006  1.00405  -1.29509
H  1.99774  1.17890  -4.01626
H  0.29718  1.17135  -3.98955
H  1.13775  2.55936  -3.36950
H  0.31298  0.97843  -1.46823
H  1.14036  -0.31980  -2.31401
H  2.59932  0.37223  -0.41898
H  2.50926  2.03555  -0.92738
H  3.34559  0.85406  -1.93744
C  -2.93522  -1.44006  3.85648
N  -3.06910  -2.57478  4.60622
O  -2.67293  -0.33354  4.23841
H  -3.10025  -1.68056  2.78186
H  -3.11357  -2.60005  5.61348
H  -3.28622  -3.40786  4.09080

***

[7]
A gas-phase ion, C5H13N2O (charge -1) in a non-equilibrium geometry, computed with ωB97M-V with the def2-TZVPD basis set.

Calculated values
**E_HOMO**: -2.60 eV
**E**: -10423.0463 eV
**SMILES string**: CC[C@H](CN)NC[O-]
**Gap between HOMO and LUMO**: 6.623 eV
**Total charge**: -1
**LUMO level**: 4.020 eV

Geometry (Å):
C  1.42024  1.05347  0.39835
N  1.01462  2.08937  1.35837
C  0.21579  0.15434  -0.00989
C  0.67270  -0.73341  -1.17417
C  -0.37460  -0.74600  -2.29034
N  -0.24017  -0.55913  1.16752
C  -1.70920  -0.51573  1.36649
O  -2.41565  -1.28795  0.53904
H  1.77411  1.56097  -0.49884
H  2.11941  0.37365  0.87759
H  -0.00333  2.03072  1.45149
H  1.26289  1.78781  2.29882
H  -0.52830  0.89119  -0.32222
H  1.67517  -0.43362  -1.48490
H  0.80871  -1.76862  -0.82188
H  -1.34957  -0.78099  -1.80102
H  -0.30130  0.18962  -2.84885
H  -0.28237  -1.58496  -2.98552
H  0.06017  -1.52072  1.05850
H  -1.93659  0.58675  1.28357
H  -1.88274  -0.78675  2.43789

***

[8]
A single C15H23N3OS molecule, computed with ωB97M-V with the def2-TZVPD basis set.

Calculated values
**E_HOMO**: -7.76 eV
**E**: -33281.5032 eV
**SMILES string**: Cc1ccc(C)c(NC(=S)N2CCN(CCO)CC2)c1
**Gap between HOMO and LUMO**: 8.449 eV
**Total charge**: 0
**LUMO level**: 0.685 eV

Geometry (Å):
C  -2.73825  -2.44730  -2.44001
C  -2.88404  -1.66109  -1.17274
C  -2.09902  -0.54249  -0.94332
C  -2.20934  0.18380  0.23832
C  -3.14164  -0.19681  1.21198
C  -3.92487  -1.31354  0.96812
C  -3.79858  -2.04319  -0.20003
H  -4.42018  -2.91147  -0.36078
H  -4.64761  -1.61915  1.71100
C  -3.28308  0.59127  2.47928
H  -3.71023  1.57503  2.27715
H  -2.31356  0.73694  2.95468
H  -3.93907  0.07604  3.17577
N  -1.43226  1.32523  0.47391
C  -0.29898  1.73655  -0.17339
N  0.60439  0.81807  -0.57657
C  1.77754  1.23390  -1.31700
C  2.97819  1.35692  -0.36844
N  3.24800  0.12885  0.35223
C  2.05176  -0.31926  1.03516
C  0.82058  -0.43851  0.11433
H  -0.04796  -0.70689  0.71152
H  0.98254  -1.22288  -0.63180
H  2.24799  -1.28810  1.49210
H  1.82971  0.41042  1.82107
C  3.92115  -0.89872  -0.41901
H  3.24803  -1.47952  -1.06673
C  4.64773  -1.88740  0.49687
O  3.74722  -2.89394  0.91700
H  4.20995  -3.50645  1.49737
H  5.48094  -2.34227  -0.05650
H  5.05024  -1.34095  1.35903
H  4.66621  -0.40638  -1.04711
H  3.86787  1.65635  -0.92419
H  2.75481  2.13281  0.37020
H  1.57238  2.19223  -1.79470
H  1.97728  0.47915  -2.08489
S  -0.09470  3.37033  -0.39339
H  -1.92981  2.09837  0.89780
H  -1.40043  -0.21485  -1.69848
H  -3.70234  -2.82583  -2.77214
H  -2.30796  -1.83597  -3.22942
H  -2.08151  -3.30221  -2.27475

***

Question: What is the total charge in the second record?
Answer: 0